This record from the OMol25 dataset describes a molecular structure, C66H98F30N15O24S10 in a non-equilibrium geometry. The level of theory is the ωB97M-V functional and the def2-TZVPD basis.

Last column: Mulliken charge in e.
CARTESIAN COORDINATES (ANGSTROEM)
C 4.2167 -12.6886 -23.3313  -0.8862
N 4.2468 -12.6775 -21.8489  0.0911
C 3.3748 -13.4916 -21.1615  -0.4946
C 3.4346 -13.5760 -19.7599  -0.5668
C 4.4048 -12.9007 -19.0350  -0.1959
C 5.2881 -12.0924 -19.7535  -0.5656
C 5.1250 -11.9226 -21.1640  -0.4547
C 4.5643 -13.1378 -17.5670  1.0908
C 3.5389 -12.7989 -16.6697  -0.5105
C 3.6088 -13.1267 -15.3340  -0.4187
N 4.6856 -13.8001 -14.8457  0.2746
C 5.7561 -14.0065 -15.6696  -0.5514
C 5.7156 -13.7258 -17.0370  -0.6711
C 4.7725 -14.2473 -13.4483  -0.2936
H 4.5812 -11.7316 -23.7046  0.3539
H 3.1939 -12.7973 -23.6921  0.3531
H 4.8111 -13.5214 -23.7070  0.3364
H 2.5872 -13.9378 -21.7506  0.4361
H 2.7954 -14.3214 -19.3104  0.5224
H 6.1601 -11.7152 -19.2399  0.5817
H 5.8052 -11.2497 -21.6650  0.5195
H 2.7081 -12.2660 -17.1081  0.5637
H 2.8367 -13.0357 -14.5843  0.4620
H 6.5496 -14.5909 -15.2279  0.5365
H 6.5882 -13.8828 -17.6536  0.8798
H 5.5234 -13.5751 -13.0330  0.1278
H 5.1862 -15.2501 -13.3422  -0.1903
H 3.8206 -13.9923 -12.9825  0.2786
C 16.9868 -12.4347 -12.6784  -1.1525
N 15.8396 -11.8883 -13.4432  0.3416
C 14.6711 -11.5895 -12.8082  -0.4492
C 13.5571 -11.1806 -13.5625  -0.7996
C 13.7178 -10.9065 -14.8733  0.4413
C 14.9256 -11.1627 -15.4821  -0.1777
C 16.0524 -11.6554 -14.7512  -0.7177
C 12.5217 -10.4550 -15.6752  1.0808
C 12.1574 -11.1772 -16.8100  -0.5776
C 11.0932 -10.7514 -17.6441  -0.7865
N 10.2728 -9.7332 -17.2015  0.3929
C 10.6700 -8.9600 -16.1029  -0.3391
C 11.7718 -9.3132 -15.3118  -0.6069
C 9.0724 -9.3037 -17.9006  -1.2887
H 17.9291 -11.9382 -12.9102  0.4045
H 17.0621 -13.5107 -12.8356  0.3606
H 16.7867 -12.2349 -11.6257  0.4232
H 14.5215 -11.9872 -11.8153  0.3378
H 12.6114 -11.1171 -13.0448  0.5687
H 15.0281 -11.0254 -16.5484  0.6132
H 17.0138 -11.9146 -15.1696  0.4579
H 12.7920 -12.0037 -17.0937  0.3105
H 10.8266 -11.2193 -18.5802  0.4566
H 10.0666 -8.0935 -15.8762  0.5042
H 12.0195 -8.5582 -14.5804  0.5467
H 8.2116 -9.8213 -17.4772  0.4327
H 9.0981 -9.5935 -18.9510  0.3750
H 8.8769 -8.2354 -17.8081  0.4435
C 12.0009 -16.1364 -11.5086  -1.9142
N 13.3952 -16.4746 -11.2534  1.6028
C 14.0791 -17.1822 -12.2029  -1.0374
C 15.4606 -17.5095 -11.8400  -1.2705
C 16.0348 -17.1945 -10.5849  1.3367
C 15.2239 -16.3986 -9.7045  -1.5903
C 13.8719 -16.1444 -10.0459  -0.7487
C 17.4320 -17.4893 -10.3112  0.5669
C 18.4326 -17.4775 -11.3303  -0.5275
C 19.6884 -18.0470 -11.0459  -0.2369
N 19.9629 -18.3715 -9.7951  0.0634
C 19.0814 -18.2360 -8.7709  -0.6074
C 17.7854 -17.8712 -9.0239  -0.6738
C 21.3024 -18.8031 -9.5011  -0.8968
H 11.4077 -16.9207 -11.9790  0.0940
H 12.2053 -15.3932 -12.2793  0.6167
H 11.4402 -15.7236 -10.6700  0.1801
H 13.5800 -17.3780 -13.1404  1.0798
H 16.0437 -17.9475 -12.6366  0.7660
H 15.6677 -16.1193 -8.7603  0.6893
H 13.1680 -15.7199 -9.3454  1.1628
H 18.2777 -17.1922 -12.3603  0.4094
H 20.4618 -18.2408 -11.7744  0.4321
H 19.3890 -18.5407 -7.7815  0.4525
H 17.0580 -17.8698 -8.2256  0.5788
H 21.2406 -19.6405 -8.8061  0.3400
H 21.7168 -18.0410 -8.8412  0.4107
H 21.9171 -19.0143 -10.3762  0.3033
C 7.7402 -15.6741 -4.1928  -0.8389
N 6.9219 -15.1230 -5.3775  0.2570
C 5.3917 -14.7486 -4.9816  -0.8466
C 7.5021 -13.8628 -6.0084  -1.3141
C 6.8960 -16.1697 -6.4765  -0.3502
C 5.9818 -17.3940 -6.2484  -0.5853
O 6.3964 -18.2560 -5.2105  -0.5097
H 7.5566 -14.9126 -3.4348  0.4130
H 8.7955 -15.8678 -4.3849  0.3144
H 7.2547 -16.5420 -3.7465  0.3633
H 5.0772 -15.6658 -4.4838  0.4330
H 4.8024 -14.6132 -5.8886  0.3236
H 5.3645 -13.8519 -4.3625  0.3429
H 7.5830 -13.0850 -5.2491  0.4335
H 6.7719 -13.5300 -6.7462  0.3737
H 8.4970 -14.0242 -6.4234  0.4753
H 7.9068 -16.3743 -6.8292  0.6640
H 6.4465 -15.6601 -7.3288  0.0725
H 6.1163 -17.9677 -7.1653  0.1785
H 4.9271 -17.1306 -6.3284  0.3983
H 5.9937 -19.1047 -5.4080  0.3545
C 9.2504 -17.1061 -19.0346  -0.9119
N 10.3207 -16.4511 -19.8776  0.5678
C 10.7026 -15.1865 -19.2535  -0.7396
C 11.4856 -17.4176 -19.8376  -0.9150
C 9.8892 -16.1743 -21.3637  -0.3447
C 9.6271 -17.4261 -22.2432  -0.8340
O 8.5740 -18.1896 -21.7651  -0.4811
H 9.6491 -17.2607 -18.0321  0.3685
H 9.0016 -18.0923 -19.4267  0.3659
H 8.3273 -16.5348 -18.9362  0.3244
H 9.8745 -14.4788 -19.2150  0.3647
H 11.5426 -14.7813 -19.8178  0.5176
H 11.0750 -15.2798 -18.2334  -0.2383
H 11.7318 -17.5089 -18.7797  0.2107
H 12.2929 -17.0600 -20.4768  0.4253
H 11.2307 -18.3997 -20.2357  0.3865
H 10.6728 -15.5641 -21.8128  0.3760
H 9.0946 -15.4612 -21.1440  0.3855
H 10.4468 -18.1391 -22.3316  0.2561
H 9.3594 -17.2604 -23.2868  0.5176
H 7.8184 -18.0165 -22.3314  0.3262
C 6.9491 -9.5479 -9.9653  -0.4190
N 5.9318 -9.9176 -8.8388  0.4970
C 4.6232 -10.3549 -9.5827  -0.9292
C 6.5770 -11.0620 -8.0608  -1.6618
C 5.6353 -8.7174 -7.8400  -0.5149
C 4.3950 -8.9203 -6.8933  -0.5900
O 3.1626 -8.8715 -7.6305  -0.5291
H 6.5527 -8.5636 -10.2146  0.5108
H 6.9966 -10.2244 -10.8186  -0.2060
H 7.9420 -9.4452 -9.5276  0.3392
H 4.2622 -9.5031 -10.1591  0.5742
H 3.7912 -10.7259 -8.9841  0.3876
H 4.7454 -11.2366 -10.2118  0.0616
H 6.5648 -11.8431 -8.8210  0.3935
H 5.8998 -11.3545 -7.2583  0.5683
H 7.4819 -10.7634 -7.5316  0.5530
H 5.3730 -7.8334 -8.4213  0.4131
H 6.5683 -8.5927 -7.2906  0.4466
H 4.4075 -8.2206 -6.0577  0.5045
H 4.4022 -9.8888 -6.3933  0.2575
H 2.4447 -8.9807 -7.0026  0.3138
C 4.1726 -19.2227 -12.4804  -0.7871
N 5.5108 -19.4032 -11.7527  0.4320
C 6.5566 -18.7201 -12.6285  -0.6228
C 5.4698 -18.7688 -10.3625  -1.0573
C 5.8588 -20.9216 -11.5249  -0.4358
C 6.0412 -21.8534 -12.7122  -0.6685
O 4.9116 -22.1991 -13.5205  -0.5325
H 3.4116 -19.5716 -11.7823  0.4251
H 4.0542 -19.7650 -13.4185  0.3434
H 4.0134 -18.1638 -12.6842  0.2499
H 6.7280 -19.2656 -13.5565  0.5185
H 7.4508 -18.4776 -12.0543  0.3137
H 6.1141 -17.7733 -12.9380  -0.3555
H 6.4577 -18.8274 -9.9057  0.4319
H 4.6050 -19.2941 -9.9572  0.4584
H 5.2726 -17.7006 -10.4525  0.3197
H 4.9833 -21.2755 -10.9804  0.4114
H 6.7363 -20.8633 -10.8810  0.4485
H 6.4688 -22.7988 -12.3784  0.5218
H 6.9428 -21.6504 -13.2901  0.2565
H 5.0984 -23.0056 -14.0066  0.3444
C 11.9071 -12.1221 -9.7513  0.1848
F 12.8985 -11.4146 -9.3485  -0.2043
F 11.2797 -11.4260 -10.7340  -0.1619
F 12.2535 -13.3501 -10.1725  0.1354
S 10.6075 -12.4526 -8.3001  1.4136
O 9.3465 -11.8856 -8.7424  -0.5630
O 10.5818 -13.8862 -8.0149  -0.7230
N 11.3143 -11.4667 -7.0660  -0.5939
S 12.0692 -12.3548 -6.0966  0.9758
O 11.0920 -12.9964 -5.2004  -0.6498
O 13.0589 -13.2549 -6.6595  -0.6017
C 13.0894 -11.1064 -4.9466  0.5109
F 12.1855 -10.3865 -4.2850  -0.1839
F 13.7743 -11.9302 -4.0804  -0.2017
F 13.9290 -10.3734 -5.6695  -0.1758
C 9.9176 -14.2540 -15.4547  -0.1673
F 9.0255 -15.1680 -15.9487  -0.2145
F 10.7903 -14.9279 -14.7323  0.0639
F 10.4713 -13.6350 -16.4901  0.0598
S 8.9743 -12.9891 -14.3631  0.4474
O 10.0072 -12.1214 -13.7762  -0.1259
O 8.0938 -12.3720 -15.3450  -0.2974
N 8.2152 -14.2094 -13.3978  0.0350
S 8.4830 -13.7384 -11.9584  0.2698
O 9.9080 -13.8157 -11.6251  -0.0765
O 7.7708 -12.4887 -11.6313  -0.0688
C 7.7359 -15.1241 -10.8606  -0.2237
F 6.5025 -15.4835 -11.2990  -0.2141
F 8.5716 -16.1907 -10.9561  -0.0338
F 7.6332 -14.7649 -9.5761  0.0504
C 18.6548 -15.7541 -17.1462  0.6535
F 17.6592 -16.0014 -18.0216  -0.2046
F 19.7611 -16.4275 -17.4003  -0.1762
F 18.8906 -14.4453 -17.1576  -0.1787
S 17.9719 -16.2989 -15.3385  0.8035
O 18.7014 -17.4929 -14.8767  -0.6105
O 18.1739 -15.1224 -14.5513  -0.5278
N 16.3083 -16.5734 -15.6482  -0.5134
S 15.5958 -15.1926 -15.5451  1.1059
O 15.0792 -14.9862 -14.1881  0.0571
O 16.2543 -14.0527 -16.1063  -0.6229
C 13.9784 -15.3449 -16.7293  -0.0013
F 13.2087 -16.3726 -16.2801  -0.1635
F 13.1999 -14.2594 -16.7118  0.0154
F 14.3455 -15.7933 -17.9979  -0.2937
C 11.9250 -20.0126 -10.0859  0.6497
F 10.5835 -20.1029 -10.0061  -0.2331
F 12.3084 -18.7981 -9.8415  -0.1919
F 12.3934 -20.8164 -9.2352  -0.2046
S 12.5028 -20.5311 -11.8751  0.8108
O 13.9601 -20.5865 -11.7506  -0.6130
O 11.9337 -21.8534 -12.1156  -0.5546
N 11.9351 -19.2221 -12.8693  -0.1412
S 10.8764 -19.8996 -13.7572  0.7589
O 11.5474 -20.6929 -14.7639  -0.6347
O 9.7070 -20.4194 -13.0222  -0.4915
C 10.1046 -18.3423 -14.6644  0.0529
F 11.0301 -17.7945 -15.4894  -0.0429
F 9.1127 -18.7009 -15.4841  -0.2394
F 9.5908 -17.3874 -13.9280  0.1676
C 3.5370 -6.7296 -17.5125  0.5208
F 3.1359 -6.4262 -18.7616  -0.1876
F 3.9949 -5.5885 -16.9037  -0.1932
F 2.4440 -7.1846 -16.8822  -0.1935
S 4.9507 -8.0322 -17.6020  0.9772
O 4.4714 -9.1946 -18.3086  -0.5351
O 6.1145 -7.3220 -18.2795  -0.6778
N 5.1708 -8.1224 -15.8892  -0.5898
S 5.1178 -9.5599 -15.5693  0.8753
O 3.7012 -9.9069 -15.5255  -0.7497
O 6.0218 -10.4701 -16.2749  0.2480
C 5.5650 -9.6916 -13.6856  0.2820
F 5.0171 -10.8756 -13.1964  -0.1423
F 6.8763 -9.7270 -13.4844  -0.1291
F 4.9643 -8.7023 -12.9484  -0.2601

Atomic forces in eV per Å
C -0.22 0.41 -0.26
N -0.83 -0.17 0.96
C 0.72 1.29 0.80
C -0.34 -0.61 -1.60
C 0.68 0.12 -0.31
C -0.49 -0.36 -1.21
C 0.65 -0.86 2.06
C 0.07 -0.04 0.88
C 0.08 0.10 -0.89
C 0.53 -0.95 0.56
N 0.66 0.17 -2.27
C -0.79 -0.75 -0.26
C -0.42 0.60 0.79
C 0.54 1.53 0.01
H 0.15 -0.17 0.08
H 0.02 -0.05 0.25
H 0.06 0.14 0.12
H 0.19 -0.35 -0.01
H -0.28 0.25 0.21
H -0.20 0.74 -0.11
H -0.19 -0.12 -0.48
H -0.33 0.05 0.54
H -0.31 0.59 -0.39
H 0.25 0.33 0.04
H 0.05 -0.29 0.13
H 0.01 -0.04 0.42
H -0.64 -0.01 -0.24
H 0.10 -0.68 0.13
C -0.21 -0.10 1.00
N 0.75 0.68 0.23
C -0.87 -1.26 -1.77
C 1.14 -0.32 3.06
C -0.70 0.25 -1.85
C 2.05 -0.53 -0.04
C -2.88 0.62 -0.22
C -0.13 0.44 0.39
C -0.62 1.00 -1.02
C -0.31 0.68 2.30
N 2.55 0.72 1.15
C 0.32 -2.00 -0.63
C -0.84 0.09 -1.73
C -1.14 -0.39 -0.61
H -0.27 0.02 -0.39
H -0.05 0.08 -0.27
H 0.02 -0.11 -0.04
H 0.42 0.40 0.25
H -0.14 0.15 -0.03
H 0.19 0.11 -0.04
H -0.08 0.06 -0.03
H -0.21 -0.10 -0.24
H -0.04 -0.02 0.07
H -0.13 -0.05 -0.12
H 0.34 -0.46 0.43
H -0.06 -0.02 0.31
H 0.35 0.20 0.03
H 0.31 -0.08 -0.02
C -0.33 0.92 -1.61
N -0.19 -2.12 0.22
C 3.00 0.87 2.89
C -2.09 0.58 -0.71
C -2.71 1.97 -1.46
C -0.49 -1.45 -1.11
C 2.48 -0.43 0.63
C 1.38 -0.21 -1.09
C 0.11 -1.17 0.76
C -1.94 1.12 -0.30
N -0.30 0.04 0.56
C -0.21 -0.48 -0.47
C 0.47 0.23 0.03
C 0.96 -0.40 1.96
H 0.53 -0.40 0.21
H -1.19 0.55 -0.01
H 0.59 0.06 0.03
H 0.20 -0.16 0.05
H 0.04 -0.39 0.11
H -0.48 0.31 0.17
H 0.10 0.30 -0.04
H -0.35 0.12 -0.03
H -0.11 0.22 -0.15
H 0.32 0.03 -0.07
H 0.06 -0.09 0.07
H 0.09 -0.47 -0.51
H 0.53 0.27 -0.51
H -0.29 0.11 0.18
C -1.62 1.22 0.82
N -0.71 0.02 -0.71
C 2.10 -1.50 -0.09
C -0.06 -0.12 0.86
C -1.27 0.26 -0.09
C 1.40 -0.35 -1.16
O -0.47 0.81 0.10
H 0.81 0.17 0.11
H -0.25 0.37 -0.46
H -0.04 -0.25 -0.73
H -0.36 0.45 0.31
H 0.38 0.02 -0.09
H 0.28 -0.30 0.06
H 0.05 -0.17 0.15
H 0.25 -0.16 -0.16
H -0.07 -0.22 -0.08
H 0.14 -0.29 0.71
H -0.16 0.08 -0.10
H 0.15 0.10 -0.55
H -0.21 0.21 0.93
H 0.04 -0.30 0.38
C -0.27 -0.58 0.16
N -0.28 -1.77 -0.75
C 0.90 1.00 0.12
C 0.09 0.08 -0.04
C 0.47 0.03 0.69
C -0.20 -0.18 -0.08
O -1.34 -0.47 0.89
H 0.20 0.21 -0.03
H 0.09 0.26 -0.24
H 0.24 0.35 -0.40
H -0.10 -0.17 -0.29
H -0.16 0.20 -0.13
H -0.21 -0.63 -0.03
H 0.47 -0.05 -0.23
H 0.08 0.34 0.39
H -0.48 0.17 0.18
H 0.33 -0.20 0.15
H -0.69 -0.45 -0.83
H 0.69 0.60 0.38
H 0.65 1.28 -0.06
H -0.25 -0.31 0.18
C -0.91 1.47 1.39
N -0.58 -0.71 -0.01
C 0.20 -0.25 0.34
C -2.03 0.33 -0.16
C -1.14 -0.76 -0.36
C 0.05 -1.13 -0.49
O 1.00 0.41 -0.02
H 0.48 -0.01 -0.72
H -0.48 -0.28 0.44
H -0.14 -0.09 0.12
H 0.21 -0.09 0.04
H 0.45 0.76 0.95
H 1.14 0.35 -0.39
H 1.07 -0.26 0.44
H -0.37 0.00 -0.12
H 0.32 -0.07 -0.97
H 0.42 -0.07 -0.29
H -0.19 0.16 0.02
H 0.29 0.54 -0.37
H 0.50 -0.33 0.00
H -0.19 0.15 0.08
C -0.11 -0.12 1.11
N 0.85 -0.02 -1.77
C -0.61 0.43 0.27
C -0.56 -0.04 -1.75
C -1.31 0.39 -0.38
C 1.43 -1.30 -0.92
O -0.10 1.55 0.79
H -0.13 -0.01 -0.17
H 0.69 -0.32 0.23
H 0.16 -0.01 0.25
H 0.24 -0.37 0.44
H 0.10 -0.54 -0.17
H 0.02 0.11 0.18
H -0.30 -0.70 0.21
H 0.52 0.24 1.02
H -0.31 -0.06 -0.26
H 0.12 -0.04 0.35
H 0.04 -0.45 -0.25
H -0.39 -0.12 1.35
H -0.16 1.26 -0.64
H 0.12 -0.12 0.05
C -3.32 -0.71 0.69
F 1.44 0.18 0.18
F 0.57 -0.76 0.24
F 0.64 0.79 -0.42
S 0.96 1.15 1.63
O 0.85 0.09 0.18
O 0.17 1.36 -0.67
N -2.63 0.21 -4.91
S 0.99 -2.87 4.37
O 1.18 0.56 -0.29
O 0.11 0.61 -0.18
C -0.99 -2.39 -0.48
F 1.00 0.09 -0.19
F -0.83 1.58 -1.20
F -0.38 -0.10 0.73
C -1.54 -0.39 1.29
F 0.39 0.67 -0.02
F 0.38 0.41 -0.40
F 0.32 -0.02 -0.02
S 1.13 -0.55 -1.39
O -1.77 -1.56 -0.70
O 0.22 -0.77 1.20
N 0.40 1.71 -3.03
S 1.74 2.13 4.01
O -1.95 -0.16 0.22
O 0.48 -1.92 -0.08
C 0.75 0.01 -0.69
F 0.42 -0.10 0.30
F -1.03 0.63 0.22
F 0.09 -0.10 -0.90
C -1.09 -0.30 0.93
F 1.11 -0.13 0.29
F -0.63 0.22 -0.19
F 0.12 -0.62 0.16
S 0.73 -1.64 -1.27
O -1.98 1.59 -1.11
O -0.02 0.55 0.84
N 2.21 0.02 0.16
S -1.83 0.35 1.06
O -0.57 0.12 -1.03
O -0.03 0.72 -0.81
C 1.44 -3.32 0.44
F 0.18 0.79 0.14
F 0.69 -0.05 -0.68
F -0.62 1.91 1.51
C -1.68 -0.79 -3.40
F -0.13 0.56 -0.26
F 0.42 1.94 0.44
F 1.58 -1.78 1.83
S 1.52 -1.56 0.70
O -1.58 1.60 -0.25
O -0.11 2.25 0.19
N 1.73 -1.03 3.14
S -2.47 -1.23 -1.47
O -1.59 0.67 0.06
O 0.94 0.88 -1.42
C 1.18 -1.06 -1.15
F 0.18 0.09 0.45
F -0.50 -0.90 -0.18
F 0.05 0.67 1.37
C -0.61 1.24 -0.20
F 0.84 -0.27 0.71
F -0.55 -1.98 -0.81
F 1.28 0.06 0.01
S 2.74 4.00 -0.84
O -0.17 0.07 0.64
O -3.11 -2.08 2.36
N 1.57 3.96 -3.84
S -2.40 -4.58 2.04
O 0.68 -1.69 0.34
O -0.23 0.28 0.82
C -1.41 0.12 -0.12
F 0.83 1.02 -0.66
F -0.38 0.17 0.28
F 1.19 -1.11 -0.96

## Properties
**HOMO level**: -15.74 eV
**Calculated total energy**: -12176.4947 a.u.
**HOMO-LUMO gap**: 5.718 eV
**Net charge**: +5